Formula: C26H56InO9
Source: the Open Molecules 2025 dataset
Level of theory: wB97M-V/def2-TZVPD

The geometry in XYZ format:
```
92
Properties=species:S:1:pos:R:3:forces:R:3:lowdin_charge:R:1
C 1.85561 0.26818 1.63248 -0.2995 0.2508 -0.6609 -0.0974
C 0.76901 0.57250 0.54722 0.8944 -1.5863 0.3819 -0.4678
O -0.18439 -0.45284 0.63020 -0.2620 0.8793 -0.0947 -0.4653
In -2.12049 0.25220 1.03050 -1.0767 -0.3740 0.1240 0.3273
H 2.35302 -0.66604 1.32705 -0.1243 0.2438 0.2179 0.0617
H 2.61622 1.06566 1.70028 -0.2234 -0.1794 0.1668 0.0521
H 1.34053 0.08535 2.58483 0.2554 0.2168 -0.1099 0.0524
H 1.30077 0.43525 -0.42481 -0.1890 0.6591 0.0921 0.0797
H 0.35917 1.59098 0.65085 0.1850 -0.1240 -0.0772 0.0635
H -3.21523 -0.43929 -0.21163 0.4187 0.3943 0.0957 -0.1037
H -2.61818 -0.45963 2.62647 0.2428 0.1160 -0.0880 -0.1318
H -2.25092 2.03035 1.10102 0.3238 -0.1679 -0.0624 -0.1228
C 1.21655 3.80360 5.39627 0.0902 0.2467 -0.0971 -0.0335
C 0.38623 3.05188 4.38154 -0.1499 -0.1573 -0.2903 -0.5020
O 0.16687 3.51933 3.28967 0.1060 0.1129 0.0653 0.0640
C -0.14454 1.70619 4.80139 -0.1486 0.0046 -0.2424 -0.0192
H 1.53573 4.75397 4.96935 -0.0293 -0.0304 -0.0169 0.0708
H 0.62387 3.99962 6.29150 0.0962 -0.1361 0.0886 0.0799
H 2.10044 3.21947 5.66025 -0.0824 -0.0465 0.1622 0.0772
H -0.79325 1.81735 5.67205 0.1772 -0.0720 0.1353 0.0659
H 0.68916 1.04202 5.04006 -0.0369 0.0190 0.2016 0.0872
H -0.72704 1.25396 3.99946 0.0310 0.0850 -0.0879 0.0593
C -3.08191 -4.28180 -0.96501 0.2239 0.0902 0.0975 -0.0215
C -4.27565 -3.53667 -0.41772 -0.0191 0.3755 0.1115 -0.5056
O -4.13258 -2.60598 0.33774 -0.1931 -0.4701 0.1386 -0.0028
C -5.63961 -4.00612 -0.85888 0.2936 0.5763 0.1533 -0.0392
H -2.16939 -3.83907 -0.56832 -0.0520 0.0348 -0.0021 0.0835
H -3.12630 -5.33157 -0.66510 -0.0487 -0.0477 -0.1675 0.0746
H -3.06474 -4.20890 -2.05450 -0.0467 -0.1470 -0.0085 0.0805
H -5.79122 -5.03130 -0.55427 0.0616 -0.1277 -0.1238 0.0450
H -5.73026 -3.92205 -1.94385 -0.0110 -0.2080 -0.0057 0.0869
H -6.40093 -3.38271 -0.39250 0.0238 -0.0062 -0.0126 0.0848
C 2.83027 3.32445 -1.49002 -0.1660 0.2674 -0.2242 -0.0097
C 3.94714 3.06183 -2.45816 -0.0914 0.1587 -0.0256 -0.4847
O 4.10957 3.75057 -3.44702 0.0718 -0.0291 0.0818 0.0363
C 4.85931 1.90427 -2.14748 0.2205 0.0344 -0.2835 -0.0135
H 2.25040 4.18140 -1.83059 0.0097 -0.0400 -0.0435 0.0838
H 2.17285 2.45424 -1.43481 0.0664 -0.0371 0.2129 0.0761
H 3.23841 3.54469 -0.50325 -0.0570 -0.2477 0.0062 0.0605
H 4.28501 0.97651 -2.11764 -0.0040 0.0114 0.1955 0.0914
H 5.34532 2.06742 -1.18504 -0.1707 -0.1037 0.0963 0.0664
H 5.62205 1.82278 -2.92100 -0.0237 0.0044 0.0106 0.0653
C -7.20881 -8.51770 -1.05453 0.1905 0.1134 0.1272 -0.0205
C -7.88561 -7.23771 -1.47485 0.0743 0.2183 0.0464 -0.4863
O -7.44000 -6.15819 -1.16213 -0.4180 -0.4613 -0.0833 0.0616
C -9.14024 -7.35965 -2.30174 -0.0404 0.2492 -0.0352 -0.0234
H -6.32266 -8.28223 -0.46806 -0.0287 0.0175 -0.0197 0.0829
H -7.88762 -9.11537 -0.44374 -0.0219 -0.1111 -0.1366 0.0833
H -6.90768 -9.08701 -1.93554 -0.1312 -0.1125 0.0318 0.0843
H -9.90219 -7.90739 -1.74446 0.0295 -0.1417 -0.1039 0.0828
H -8.92234 -7.87935 -3.23638 -0.0833 -0.1424 0.0645 0.0837
H -9.51863 -6.36549 -2.53179 0.0343 -0.0154 0.0198 0.0827
C -1.82108 -1.75132 7.35950 0.2363 0.0994 0.1584 -0.0259
C -2.44621 -0.42660 7.00415 -0.1203 0.2069 -0.0912 -0.5053
O -1.99184 0.61646 7.42045 0.0620 -0.0567 0.1271 0.0410
C -3.65345 -0.45318 6.10604 0.0365 0.1882 0.0326 -0.0222
H -0.96196 -1.58398 8.00742 -0.0250 0.0204 -0.0144 0.0767
H -2.54493 -2.37562 7.88631 -0.0246 -0.0982 -0.1551 0.0799
H -1.48692 -2.25842 6.45300 -0.1525 -0.0915 -0.0012 0.0887
H -4.45705 -1.02179 6.57905 0.0388 -0.1429 -0.0981 0.0813
H -3.39528 -0.90458 5.14527 -0.0778 -0.0723 -0.0089 0.0634
H -3.99641 0.56454 5.93159 0.0362 -0.0201 -0.0164 0.0844
C 4.90067 5.23646 2.44726 -0.2051 0.0004 -0.1825 -0.0144
C 5.54614 4.02961 1.81762 -0.1210 -0.0397 -0.0909 -0.4877
O 5.05099 3.47954 0.86153 0.1624 0.0145 0.0563 0.0629
C 6.83227 3.53495 2.42808 0.0371 -0.2116 -0.1750 -0.0218
H 3.98612 5.47950 1.90947 0.0158 -0.0367 0.0199 0.0859
H 4.65098 5.02468 3.48825 0.1206 0.0961 0.0452 0.0838
H 5.57856 6.09050 2.39653 0.0400 -0.0227 0.1743 0.0841
H 6.66533 3.25049 3.46820 0.0780 0.1445 0.0481 0.0853
H 7.59351 4.31533 2.37665 -0.0239 0.0310 0.1747 0.0833
H 7.18261 2.66406 1.87705 -0.0312 0.0214 0.0050 0.0816
C -0.66923 -0.13234 -5.29980 -0.0592 -0.2027 -0.2722 -0.0340
C -1.83926 -0.48964 -4.41479 -0.1792 -0.0402 0.1531 -0.5064
O -2.68002 -1.28228 -4.78274 0.0920 0.0192 -0.0915 0.0495
C -1.90883 0.17831 -3.06893 -0.2757 -0.2334 -0.1495 -0.0288
H -0.74099 -0.68324 -6.23710 -0.0129 0.0073 0.0314 0.0733
H -0.67984 0.93703 -5.51682 0.1415 0.0259 0.1279 0.0798
H 0.26595 -0.39814 -4.80448 0.0246 0.1835 0.0467 0.0817
H -1.97430 1.26125 -3.19466 0.2022 0.0189 0.0702 0.0904
H -1.02647 -0.07591 -2.47693 0.0139 0.1725 0.0529 0.0864
H -2.79187 -0.16465 -2.53503 0.0757 0.0105 0.0728 0.0452
C 7.04605 3.26532 -7.58676 0.2786 -0.0776 -0.0899 -0.0298
C 6.74076 2.11374 -6.66139 -0.0057 -0.2587 0.0833 -0.5058
O 7.52152 1.19783 -6.52207 0.0266 0.0814 -0.0408 0.0568
C 5.43042 2.15785 -5.92404 0.2106 -0.2027 -0.0059 -0.0278
H 8.01796 3.10791 -8.05199 -0.0249 -0.0186 0.0226 0.0767
H 6.28642 3.32704 -8.36766 -0.0756 0.1471 0.0884 0.0817
H 7.07103 4.19912 -7.02297 -0.1740 0.0410 -0.0673 0.0840
H 4.60254 2.17222 -6.63547 -0.0324 0.1909 0.0455 0.0905
H 5.38595 3.04292 -5.28798 -0.2061 0.0400 -0.0808 0.0663
H 5.33911 1.27304 -5.29718 0.0059 0.0080 -0.0267 0.0787
```
Forces are in eV/Å.

Values from the calculation:
**Electronic energy**: -1891.48874 hartree
**Net charge**: -1
**Gap between HOMO and LUMO**: 6.4 eV
**LUMO**: 2.080 eV